{
  "formula": "C27H64BrN20O14P",
  "method": "wB97M-V/def2-TZVPD",
  "symbols": ["C", "C", "C", "C", "C", "O", "O", "O", "P", "C", "C", "C", "Br", "O", "C", "C", "C", "C", "C", "C", "C", "C", "C", "H", "H", "H", "H", "H", "H", "H", "H", "H", "H", "H", "H", "H", "H", "H", "H", "H", "H", "H", "H", "H", "H", "H", "H", "C", "O", "N", "N", "H", "H", "H", "H", "C", "O", "N", "N", "H", "H", "H", "H", "C", "O", "N", "N", "H", "H", "H", "H", "C", "O", "N", "N", "H", "H", "H", "H", "C", "O", "N", "N", "H", "H", "H", "H", "C", "O", "N", "N", "H", "H", "H", "H", "C", "O", "N", "N", "H", "H", "H", "H", "C", "O", "N", "N", "H", "H", "H", "H", "C", "O", "N", "N", "H", "H", "H", "H", "C", "O", "N", "N", "H", "H", "H", "H"],
  "positions_angstrom": [[3.35734, -5.22548, -1.28572], [2.78039, -4.28328, -0.47108], [2.76934, -2.81166, -0.77885], [1.55026, -2.60829, -1.70670], [0.25126, -3.04612, -0.91189], [-0.66668, -3.55331, -1.56708], [0.24721, -2.81173, 0.32748], [1.71849, -3.36907, -2.88268], [2.36531, -2.38467, -4.20108], [2.84603, -1.34331, -5.76269], [4.28747, -0.87582, -5.74832], [4.49440, 0.33689, -4.87315], [3.33820, 1.85775, -5.34758], [2.20215, -0.88289, -3.26330], [1.26957, -1.22246, -2.25851], [0.84697, -0.12477, -1.29321], [-0.64243, -0.05828, -1.09801], [-1.20793, -0.21845, 0.15973], [-2.58753, -0.18579, 0.32843], [-3.44310, 0.00775, -0.74883], [-2.90055, 0.19348, -2.02177], [-3.75599, 0.38932, -3.25027], [-1.51679, 0.15747, -2.16726], [2.69865, -5.89922, -1.83478], [4.42892, -5.31595, -1.43717], [2.27535, -4.63535, 0.42568], [2.64525, -2.28183, 0.17197], [3.72881, -2.54995, -1.22650], [1.01014, -2.32184, -4.75428], [2.48381, -3.63313, -4.97826], [3.71524, -2.56613, -3.78759], [2.60550, -1.96993, -6.62260], [2.13603, -0.51918, -5.78186], [4.62098, -0.62246, -6.76542], [4.91444, -1.70532, -5.40817], [4.28572, 0.11363, -3.83249], [5.50190, 0.71909, -5.01591], [0.36421, -1.40858, -2.85414], [1.33370, -0.21035, -0.32136], [1.14208, 0.83069, -1.73535], [-0.54303, -0.39010, 0.98886], [-2.97151, -0.32584, 1.33319], [-4.51686, 0.00789, -0.60023], [-4.22216, -0.56207, -3.51202], [-4.50992, 1.16218, -3.11491], [-3.10479, 0.62726, -4.08820], [-1.08611, 0.29717, -3.15401], [4.95247, -4.56350, 2.47888], [5.14702, -4.96037, 1.34983], [4.18845, -3.46163, 2.74929], [5.48109, -5.18925, 3.59148], [4.00555, -3.11928, 3.67296], [3.78126, -2.97484, 1.96427], [6.04605, -6.00062, 3.43341], [5.32919, -4.87598, 4.53165], [6.56569, -1.40422, -2.02469], [5.67205, -2.12243, -2.40692], [6.59631, -0.05504, -2.30739], [7.62396, -1.85367, -1.26874], [7.32196, 0.56362, -1.99791], [5.84237, 0.31191, -2.85675], [7.63106, -2.82828, -1.03112], [8.36194, -1.26040, -0.93860], [-7.72143, -0.87651, -0.38501], [-6.83717, -0.39733, 0.30199], [-7.53879, -2.04279, -1.07958], [-8.95278, -0.29800, -0.52023], [-8.24187, -2.46133, -1.65595], [-6.63994, -2.48501, -1.00291], [-9.12141, 0.56132, -0.03720], [-9.68700, -0.67683, -1.08464], [1.44843, 4.41509, -1.89737], [1.06777, 5.31186, -1.15151], [2.60332, 4.51908, -2.62575], [0.77142, 3.24843, -2.06037], [2.93250, 3.79730, -3.24234], [3.13549, 5.36038, -2.52327], [-0.07563, 3.12394, -1.53476], [1.08150, 2.50611, -2.66416], [-11.90430, 1.93763, -0.00393], [-11.03704, 1.57317, -0.78240], [-13.21352, 2.07676, -0.39174], [-11.65618, 2.23632, 1.29934], [-13.94326, 2.37578, 0.22487], [-13.43296, 1.86630, -1.34643], [-10.70967, 2.14814, 1.61859], [-12.35977, 2.54110, 1.94954], [8.26300, -2.42348, 5.02433], [7.68063, -2.85524, 6.00787], [9.56763, -1.99262, 5.08495], [7.68720, -2.32963, 3.79972], [10.06801, -1.63415, 4.29438], [10.02693, -2.04751, 5.97299], [6.73099, -2.63122, 3.71150], [8.15861, -1.97564, 2.98826], [7.76057, 1.49919, 1.93997], [8.71813, 1.10826, 1.28526], [6.48846, 1.49172, 1.46949], [7.89722, 1.97176, 3.22093], [5.69669, 1.79980, 1.99985], [6.33775, 1.14629, 0.53682], [8.82012, 1.98536, 3.60943], [7.12854, 2.29347, 3.77598], [2.29847, -0.10627, 3.27865], [3.18544, -0.86882, 2.93205], [2.57993, 1.14089, 3.79552], [0.97337, -0.39004, 3.20305], [1.87453, 1.79216, 4.08068], [3.54292, 1.39847, 3.87194], [0.70671, -1.28894, 2.82612], [0.25566, 0.24583, 3.49370], [-13.72761, 4.85046, 3.88791], [-12.84820, 4.08119, 3.54197], [-13.45368, 6.09871, 4.36734], [-15.05618, 4.52686, 3.82516], [-14.15731, 6.74909, 4.65838], [-12.48833, 6.36469, 4.42459], [-15.29077, 3.61529, 3.48145], [-15.79200, 5.14583, 4.10529], [-2.18650, 3.43289, 1.85042], [-1.26224, 2.72508, 1.51660], [-2.00964, 4.70012, 2.36186], [-3.48627, 3.02226, 1.73418], [-2.76375, 5.29853, 2.63587], [-1.06669, 5.02934, 2.44567], [-3.63803, 2.10296, 1.34898], [-4.27413, 3.58213, 1.99432]],
  "atomic_forces_ev_per_a": [[-0.26, 0.12, 0.40], [0.71, -0.42, -0.28], [1.58, -0.35, 1.62], [-0.32, -0.90, -0.05], [-0.18, -0.29, -0.06], [-0.17, 0.00, -0.22], [0.29, 0.39, 0.45], [0.63, 1.07, 0.03], [-0.54, -1.58, -1.76], [-0.08, -0.36, 0.67], [-0.74, 0.26, -1.05], [0.59, -0.33, 0.03], [0.10, 0.10, 0.07], [0.32, -0.17, 0.83], [-1.24, 0.12, -0.73], [0.42, 0.47, -0.08], [-0.59, -0.10, 0.28], [-0.12, 0.09, -0.29], [0.25, 0.03, 0.06], [0.16, 0.08, -0.03], [0.30, 0.10, 0.07], [0.38, -0.44, 0.19], [0.20, 0.12, 0.08], [0.19, -1.29, 1.27], [-0.05, 1.26, -1.49], [-1.82, 0.12, -0.90], [-0.19, 0.45, -0.22], [-0.19, 0.28, -0.44], [-0.15, 0.55, 0.48], [0.12, 0.05, 0.09], [0.01, 0.36, 0.26], [0.22, -0.15, -0.07], [0.12, 0.20, -0.01], [0.15, 0.06, 0.02], [0.18, 0.16, 0.32], [-0.41, -0.01, 0.03], [0.05, 0.18, 0.16], [-0.27, -0.25, 0.30], [0.09, -0.01, 0.06], [0.26, -0.17, 0.09], [-0.04, -0.08, 0.12], [-0.21, -0.07, -0.03], [-0.05, -0.01, 0.00], [-0.31, 0.05, 0.01], [-0.12, 0.01, -0.06], [-0.08, 0.26, -0.12], [-0.03, -0.07, -0.09], [-0.56, 0.38, 0.03], [0.56, -0.21, 0.16], [0.45, -0.28, -0.19], [0.12, -0.06, 0.11], [-0.10, 0.07, -0.06], [-0.06, 0.03, 0.12], [0.00, 0.00, -0.04], [-0.02, 0.03, -0.01], [-0.14, 0.05, 0.05], [0.47, 0.07, 0.02], [0.15, 0.14, 0.18], [0.17, -0.06, -0.01], [0.06, -0.07, 0.01], [-0.02, -0.02, 0.03], [-0.12, 0.00, 0.03], [-0.07, 0.06, 0.04], [0.00, -0.11, -0.12], [-0.11, 0.15, 0.14], [0.04, -0.09, 0.07], [0.29, -0.28, 0.19], [-0.01, 0.04, -0.03], [0.03, 0.05, -0.03], [-0.08, 0.11, -0.18], [-0.02, 0.10, -0.07], [-0.12, -0.27, 0.04], [0.06, 0.10, -0.03], [0.09, 0.06, -0.05], [-0.06, 0.35, -0.09], [-0.01, -0.11, -0.05], [-0.02, 0.02, 0.02], [0.01, -0.13, 0.09], [0.04, 0.06, 0.01], [0.01, 0.05, 0.13], [-0.18, 0.06, 0.03], [-0.06, -0.04, -0.10], [-0.04, -0.12, -0.05], [0.04, 0.03, 0.04], [0.03, 0.00, -0.01], [0.00, 0.03, 0.02], [0.09, 0.18, 0.06], [-0.06, 0.01, -0.19], [0.07, 0.02, 0.05], [0.11, 0.03, 0.10], [-0.14, -0.02, 0.09], [-0.05, 0.00, -0.04], [-0.02, -0.02, 0.01], [-0.01, -0.02, -0.14], [-0.03, 0.03, -0.01], [-0.24, -0.08, 0.03], [0.05, 0.00, 0.08], [0.13, 0.06, -0.28], [0.19, 0.07, 0.01], [-0.05, -0.09, 0.01], [-0.10, -0.11, 0.04], [0.00, -0.02, 0.00], [-0.04, -0.06, -0.01], [-0.37, 0.18, -0.03], [0.04, 0.16, 0.18], [0.12, 0.04, 0.12], [0.18, -0.53, 0.12], [-0.05, 0.01, -0.13], [0.03, -0.03, 0.00], [0.02, 0.07, -0.29], [0.01, 0.10, -0.17], [-0.04, 0.10, 0.05], [-0.08, -0.15, -0.10], [0.05, 0.01, 0.01], [0.02, -0.04, -0.06], [-0.02, -0.02, 0.00], [0.01, -0.01, -0.01], [0.00, -0.02, 0.03], [0.02, 0.02, 0.01], [-0.31, -0.08, -0.18], [0.38, 0.14, 0.23], [0.05, -0.04, 0.17], [-0.04, -0.06, 0.11], [-0.04, -0.02, -0.06], [0.02, 0.01, -0.13], [0.05, 0.02, -0.12], [0.01, 0.04, -0.03]],
  "largest_force_ev_per_a": 2.4,
  "homo_lumo_gap_ev": 2.2868,
  "total_charge": -2,
  "e_lumo_ev": 1.80,
  "homo_ev": -0.5
}